7 unconnected molecules or ions with the total composition C19H23Cl18N3S. Source: the OMol25 dataset; level of theory: wB97M-V/def2-TZVPD.

LUMO level in eV: -1.2
HOMO-LUMO gap in eV: 7.27
SMILES: NCCc1ccc(CCCS)c2nccnc12.ClC(Cl)Cl.ClC(Cl)Cl.ClC(Cl)Cl.ClC(Cl)Cl.ClC(Cl)Cl.ClC(Cl)Cl
HOMO level in eV: -8.470
F_max in eV/A: 5.69
Energy in Eh: -9583.4394
Total charge: 0

```
64
Properties=species:S:1:pos:R:3:mulliken_charge:R:1
Cl -5.742 -0.759 -1.568 -0.09
Cl -12.324 -2.180 0.385 -0.12
Cl -11.785 0.662 0.701 -0.12
Cl 9.590 -5.286 1.942 -0.13
Cl -6.310 -3.872 2.596 -0.12
Cl -3.679 5.750 -3.148 -0.11
Cl -7.996 -1.885 1.303 -0.09
Cl -4.316 -1.327 -4.040 -0.14
Cl 8.773 -3.541 4.121 -0.14
Cl 11.104 -2.868 2.514 -0.14
Cl -2.141 8.158 -2.601 -0.12
Cl -2.785 5.237 2.114 -0.14
Cl -5.130 -1.439 1.526 0.02
Cl -11.632 -0.563 -1.933 -0.12
Cl -3.321 2.396 1.787 -0.10
Cl -3.315 0.704 -2.214 -0.06
Cl -2.636 4.023 -0.525 -0.08
Cl -4.466 7.515 -0.974 -0.10
S -1.791 -2.955 -0.133 -0.23
N 2.422 1.402 1.772 -0.42
N 5.285 0.267 0.967 -0.26
N 7.368 -2.190 -0.033 -0.52
C 9.498 -3.612 2.508 0.59
C -0.554 -1.611 0.354 -0.45
C 4.231 -0.600 -1.237 0.84
C 5.005 0.978 2.169 -0.32
C -2.374 3.775 1.207 0.15
C 3.040 -0.791 -2.216 -1.00
C -4.154 -0.847 -2.345 0.52
C 1.634 -0.233 -1.816 -0.43
C 5.640 -1.254 -1.710 -0.58
C 2.721 0.719 0.543 0.32
C -11.375 -0.805 -0.200 0.51
C 5.980 -2.390 -0.574 -0.65
C 0.022 1.006 -0.051 -0.39
C 1.508 0.485 -0.452 0.19
C -3.753 7.428 -2.591 0.00
C 3.606 1.533 2.553 -0.20
C -1.002 -0.215 -0.294 0.11
C -6.556 -2.146 2.299 -0.13
C 4.110 0.165 0.145 0.14
H 5.865 1.130 2.916 0.34
H 7.365 -1.263 0.419 0.27
H 0.459 -2.005 -0.010 0.22
H -0.044 1.357 1.034 0.27
H 3.166 -1.336 -3.216 0.19
H -0.486 -1.560 1.506 0.34
H -1.210 -0.259 -1.431 -0.14
H -6.707 -1.652 3.257 0.31
H -10.322 -1.022 -0.037 -0.13
H 5.478 -1.846 -2.692 0.22
H 5.220 -2.316 0.295 0.25
H -0.226 1.897 -0.737 0.18
H 7.977 -2.193 -0.872 0.23
H 8.863 -3.053 1.821 -0.17
H 3.507 2.060 3.571 0.34
H -3.560 -1.602 -1.830 -0.27
H 6.460 -0.468 -1.806 0.37
H -3.077 -2.518 0.146 0.03
H 0.715 -0.355 -2.502 0.20
H -1.319 3.557 1.367 0.16
H 5.861 -3.460 -0.991 0.36
H -1.997 0.084 0.220 0.17
H -4.387 7.988 -3.276 0.34
```

A molecular structure, C19H23Cl2GeINO2PdS2. Source: the OMol25 dataset; level of theory: wB97M-V/def2-TZVPD.

LUMO level (spin up / spin down) in eV: -6.8 / -6.8
Relative energy (zero: lowest compared OMol25 entry of this formula, charge and spin) in kcal/mol: 156.57
HOMO-LUMO gap (spin up / spin down) in eV: 3.50 / 3.50
HOMO level (spin up / spin down) in eV: -10.282 / -10.281
F_max in eV/A: 4.06
Energy in Eh: -5161.8710
Total charge: +1

```
52
Properties=species:S:1:pos:R:3:mulliken_charge:R:1
I 2.788 0.435 -0.366 0.38
Pd 0.035 -0.134 0.175 -0.31
Ge -4.240 -2.351 -0.061 0.29
Cl -3.394 1.844 -0.360 -0.11
Cl -1.295 1.421 1.603 -0.14
S 1.657 2.648 1.913 -0.31
S 2.394 3.881 -0.741 -0.11
O -0.348 1.568 -1.200 -0.67
O -0.520 3.786 -1.099 -0.63
N 1.698 5.213 1.318 -0.22
C -0.283 -3.076 -0.088 0.40
C 1.896 3.962 0.917 0.35
C -4.315 -3.410 -1.737 -1.07
C -5.846 -1.189 0.119 -1.08
C -0.805 2.650 -0.781 0.49
C 2.118 6.258 0.410 -0.61
C 2.063 -2.533 -0.096 1.13
C 3.170 -1.662 -0.165 0.41
C 0.004 -4.446 -0.056 -1.00
C 1.976 5.650 -0.976 -0.55
C 4.472 -2.098 -0.151 -0.60
C 2.362 -3.930 -0.050 0.87
C -1.923 2.514 0.352 0.15
C 1.307 -4.863 -0.018 -0.92
C 0.707 -2.117 -0.069 -0.28
C -2.624 -1.293 0.014 -0.80
C 3.701 -4.364 -0.037 -0.83
C 4.737 -3.469 -0.078 -0.66
C -4.170 -3.519 1.551 -1.13
H 3.161 6.531 0.617 0.27
H -2.156 3.474 0.814 0.38
H -0.808 -5.157 -0.055 0.46
H 0.949 5.672 -1.342 0.24
H 2.647 6.084 -1.708 0.44
H 5.288 -1.392 -0.197 0.42
H 1.547 -5.914 0.026 0.40
H -5.199 -4.043 -1.712 0.37
H 1.491 7.142 0.532 0.35
H -6.719 -1.833 0.173 0.37
H -5.798 -0.598 1.027 0.37
H -2.347 -0.974 1.016 0.52
H -4.382 -2.757 -2.604 0.39
H -1.341 -2.770 -0.105 -0.29
H -4.218 -2.914 2.452 0.40
H 3.895 -5.425 0.007 0.40
H 1.430 5.418 2.268 0.24
H -5.957 -0.522 -0.729 0.38
H -3.441 -4.047 -1.848 0.38
H -2.205 -0.776 -0.854 0.87
H 5.760 -3.808 -0.056 0.41
H -5.026 -4.187 1.542 0.39
H -3.264 -4.117 1.583 0.37
```

A molecular structure, C19H23Cl5NPSn. Source: the OMol25 dataset; level of theory: wB97M-V/def2-TZVPD.

LUMO level in eV: 0.4
Relative energy (zero: lowest compared OMol25 entry of this formula, charge and spin) in kcal/mol: 0.00
HOMO-LUMO gap in eV: 7.03
HOMO level in eV: -6.627
F_max in eV/A: 1.66
Energy in Eh: -3649.0506
Total charge: 0

```
50
Properties=species:S:1:pos:R:3:mulliken_charge:R:1
Sn -0.067 -0.887 0.847 0.63
Cl -2.957 -1.062 2.804 -0.18
Cl -4.311 1.217 4.479 -0.19
Cl -2.922 4.003 4.726 -0.19
Cl -0.010 4.390 3.645 -0.19
Cl 1.353 2.131 2.041 -0.22
P 2.652 -1.286 0.237 0.68
N -1.585 -1.628 -1.218 0.38
C -0.630 1.258 -1.342 0.22
C 2.974 0.433 -0.423 -1.54
C 1.755 1.029 -1.082 0.79
C -2.165 0.483 2.965 0.42
C 0.854 2.606 -2.685 -0.88
C 1.948 2.046 -2.024 -0.80
C -2.082 0.940 -1.079 -0.98
C -2.800 1.496 3.725 -0.06
C -2.460 -0.510 -0.727 -0.91
C -2.367 -2.885 -1.323 -1.06
C 2.677 -2.238 -1.322 -1.19
C -0.856 2.933 3.351 -0.05
C -0.889 -1.399 -2.507 -0.90
C -0.257 1.889 2.609 0.83
C 0.458 0.643 -0.719 0.85
C -0.438 2.233 -2.333 -0.77
C -0.935 0.704 2.336 -1.17
C 4.240 -1.647 1.051 -1.26
C -2.159 2.751 3.866 0.32
H 0.555 -2.480 3.084 -0.03
H -1.897 -3.702 -0.767 0.28
H -1.082 -0.416 -2.935 0.36
H -2.448 1.566 -0.248 0.38
H 2.977 2.353 -2.237 0.44
H -1.309 2.683 -2.828 0.35
H 4.237 -2.700 1.365 0.40
H 2.274 -3.238 -1.095 0.37
H 3.710 -2.337 -1.691 0.40
H 1.021 3.344 -3.466 0.38
H -2.511 -0.580 0.372 0.00
H -1.215 -2.157 -3.236 0.46
H -0.144 -2.215 2.899 0.02
H 3.834 0.386 -1.110 0.62
H 4.359 -1.012 1.944 0.34
H -3.395 -2.753 -0.957 0.32
H -2.417 -3.200 -2.374 0.33
H 3.299 1.046 0.439 0.40
H -3.508 -0.716 -0.999 0.64
H -2.694 1.255 -1.945 0.34
H 0.185 -1.518 -2.389 0.01
H 2.057 -1.771 -2.100 0.23
H 5.092 -1.481 0.375 0.38
```